The following is a quantum chemistry calculation of a cluster of 6 separate species, C56H48N2O18P2S in total in a non-equilibrium geometry, from the Open Molecules 2025 dataset.

```
127
Properties=species:S:1:pos:R:3:forces:R:3:mulliken_charge:R:1
C 2.271 2.445 -0.149 -0.804 -0.175 -0.283 -0.13
C 0.993 1.826 -0.757 0.317 -0.163 -0.602 -0.71
C 1.103 0.340 -1.014 0.248 -0.202 -0.209 -0.04
C 1.783 -0.169 -2.141 0.778 -0.210 0.115 1.00
P 2.546 0.950 -3.401 -1.557 0.538 -1.455 0.98
O 1.489 1.596 -4.240 0.034 0.018 0.499 -0.88
C 1.871 -1.556 -2.346 -0.316 -0.169 0.061 0.01
N 2.592 -2.061 -3.496 0.711 0.273 0.483 -0.69
C 3.698 -2.531 -3.268 0.090 -0.362 0.655 0.71
S 5.013 -3.226 -2.788 -0.463 0.290 -0.723 -0.33
C 1.267 -2.496 -1.484 -0.641 0.570 -0.596 1.29
P 1.394 -4.306 -1.733 1.950 -1.372 1.952 0.75
O 2.435 -4.794 -0.817 -0.021 0.305 -0.427 -0.76
O 1.841 -4.688 -3.240 -1.336 0.639 0.263 -0.49
O 0.011 -5.028 -1.390 0.433 0.667 -1.086 -0.30
C 0.571 -1.963 -0.386 0.008 -0.518 -0.246 0.11
C 0.520 -0.587 -0.154 -0.680 -0.358 0.336 -0.09
C -0.209 -0.206 1.135 0.843 -0.461 -0.906 -0.53
O 0.382 0.462 1.941 -0.296 0.176 0.426 -0.56
C -1.544 -0.880 1.310 -0.022 0.457 0.059 0.81
C -1.511 -2.270 1.050 0.119 0.047 -0.205 0.37
C -2.664 -3.041 1.180 -0.105 0.072 0.465 0.33
C -2.764 -4.532 0.868 -0.083 0.483 -1.035 -1.44
C -3.452 -4.651 -0.501 -0.837 -0.091 -0.071 0.86
C -4.955 -4.327 -0.587 0.828 0.125 0.322 -1.39
N -2.827 -4.969 -1.553 0.495 -0.131 0.101 -0.49
C -3.821 -2.370 1.594 0.661 -0.219 -0.281 -0.34
C -3.863 -1.008 1.835 -0.081 -0.016 0.297 0.47
C -5.222 -0.447 2.238 -0.580 0.036 -0.390 -0.41
C -6.021 -1.439 3.062 0.206 -0.230 0.449 -0.23
O -5.685 -1.758 4.170 0.408 -0.077 -0.189 -0.68
O -7.136 -1.997 2.502 0.707 0.310 -0.940 -0.47
C -2.709 -0.192 1.679 -0.387 -0.748 0.680 -0.02
C -2.927 1.295 1.917 -0.563 0.613 -0.920 0.52
C -1.757 2.260 2.087 0.119 -0.509 0.563 -2.10
C -3.829 1.863 0.732 0.443 -0.491 0.447 -0.77
C -3.700 1.107 -0.600 -0.584 1.019 -0.246 -0.96
C -0.175 -2.856 0.603 -0.573 1.124 -0.088 -1.27
O 0.258 -3.890 1.013 0.123 -0.353 0.166 -0.50
H 1.992 3.426 0.243 0.346 -0.051 0.124 0.48
H 2.718 1.816 0.621 -0.100 0.143 0.068 0.29
H 2.961 2.575 -0.975 0.242 0.176 0.320 -0.71
H 0.845 2.298 -1.737 -0.172 0.016 0.138 0.81
H 0.101 2.036 -0.174 0.160 -0.027 0.079 -0.85
H 3.341 0.180 -4.262 0.317 -0.056 0.678 0.09
H 3.342 1.921 -2.785 0.056 -0.344 0.171 -0.02
H 1.458 -4.105 -3.916 0.056 -0.116 -0.129 0.38
H -0.373 -5.497 -2.141 -0.449 0.103 0.099 0.31
H -3.410 -5.036 1.590 0.198 0.090 0.157 0.51
H -1.779 -4.988 0.832 -0.119 -0.083 0.008 0.47
H -5.035 -3.275 -0.879 -0.222 -0.089 0.063 0.30
H -5.408 -4.951 -1.355 -0.089 0.040 0.089 0.54
H -5.456 -4.465 0.374 -0.109 -0.059 -0.202 0.26
H -3.453 -4.967 -2.357 -0.066 -0.031 0.018 0.21
H -4.711 -2.984 1.687 -0.023 0.244 0.174 0.49
H -5.757 -0.195 1.317 -0.131 0.010 0.182 0.41
H -5.166 0.455 2.846 0.137 -0.075 -0.030 0.25
H -7.084 -2.943 2.689 -0.457 -0.019 0.480 0.41
H -3.557 1.389 2.807 0.325 -0.095 0.081 0.38
H -1.090 2.217 1.231 -0.116 0.356 0.026 0.40
H -2.151 3.269 2.223 0.014 -0.058 -0.177 0.60
H -1.164 2.021 2.973 0.018 -0.014 -0.158 0.38
H -3.553 2.913 0.616 -0.024 -0.093 -0.131 0.62
H -4.870 1.860 1.063 0.026 0.046 -0.202 0.35
H -3.987 1.802 -1.399 0.064 -0.142 0.019 0.46
H -2.686 0.780 -0.834 -0.067 -0.182 0.152 0.12
H -4.427 0.295 -0.664 0.398 -0.261 0.049 0.21
C 5.640 1.961 -0.909 0.008 -0.037 -0.037 0.11
C 6.430 2.362 0.084 -0.018 0.061 -0.023 -0.44
C 7.366 1.423 0.746 0.006 0.042 0.041 0.25
O 8.086 1.784 1.652 0.010 -0.013 -0.017 -0.58
C 7.389 0.021 0.258 -0.019 -0.072 -0.040 -0.55
C 6.598 -0.378 -0.735 0.043 -0.028 0.011 -0.29
C 5.662 0.560 -1.394 -0.029 0.131 -0.001 0.51
O 4.937 0.198 -2.306 0.271 -0.199 0.321 -0.36
H 4.953 2.638 -1.401 0.131 0.047 -0.025 0.24
H 6.426 3.381 0.452 -0.018 -0.014 0.009 0.65
H 8.080 -0.649 0.753 0.003 0.021 0.022 0.43
H 6.601 -1.394 -1.103 -0.033 -0.046 -0.043 0.20
C 2.340 5.899 -3.296 -0.047 0.007 -0.080 -0.32
C 1.513 6.942 -3.275 0.051 -0.065 -0.006 -0.52
C 1.427 7.834 -2.091 -0.056 0.055 -0.016 0.23
O 0.674 8.782 -2.070 0.014 -0.012 0.009 -0.55
C 2.300 7.518 -0.931 0.052 -0.071 0.016 -0.25
C 3.125 6.475 -0.953 -0.017 0.104 0.128 0.06
C 3.208 5.589 -2.137 -0.015 0.017 -0.007 0.26
O 3.965 4.640 -2.150 0.046 -0.137 -0.053 -0.49
H 2.416 5.235 -4.148 0.001 -0.041 0.034 0.43
H 0.870 7.189 -4.110 -0.017 0.028 0.021 0.42
H 2.222 8.181 -0.078 -0.033 0.032 -0.026 0.46
H 3.771 6.222 -0.120 0.032 -0.078 -0.050 0.21
C 4.773 7.209 2.633 -0.020 0.054 0.005 -0.31
C 5.031 8.221 3.457 -0.075 -0.046 -0.055 -0.40
C 6.416 8.517 3.903 0.042 0.051 0.057 0.32
O 6.651 9.437 4.654 -0.017 -0.009 -0.017 -0.54
C 7.500 7.640 3.394 0.018 -0.069 -0.056 -0.39
C 7.241 6.628 2.570 0.063 0.031 0.036 -0.35
C 5.858 6.335 2.125 0.061 -0.048 0.018 0.28
O 5.623 5.412 1.371 -0.087 0.067 -0.030 -0.36
H 3.770 6.976 2.298 0.004 -0.037 0.011 0.47
H 4.254 8.871 3.839 0.030 0.020 0.026 0.42
H 8.502 7.872 3.730 -0.014 0.029 0.023 0.41
H 8.017 5.976 2.189 -0.033 -0.031 -0.011 0.45
C -10.294 -0.479 6.659 -0.066 -0.014 0.043 -0.37
C -10.591 -1.552 7.387 -0.017 0.083 -0.036 -0.39
C -9.647 -2.693 7.498 0.009 -0.087 0.039 0.38
O -9.921 -3.672 8.160 -0.012 0.028 -0.015 -0.55
C -8.361 -2.590 6.768 0.014 0.052 -0.056 -0.44
C -8.062 -1.517 6.039 0.092 0.031 0.027 -0.30
C -9.006 -0.379 5.929 0.005 0.027 -0.021 0.42
O -8.735 0.601 5.265 -0.008 -0.022 -0.002 -0.56
H -10.969 0.362 6.564 0.026 0.016 -0.020 0.41
H -11.524 -1.647 7.928 0.013 -0.040 0.015 0.41
H -7.686 -3.431 6.862 -0.015 -0.008 0.027 0.45
H -7.126 -1.422 5.494 -0.268 -0.042 0.221 0.57
C 1.992 -8.345 -8.028 -0.064 0.062 -0.023 -0.39
C 1.215 -7.272 -7.904 -0.005 -0.049 -0.063 -0.42
C 1.280 -6.416 -6.695 -0.022 0.027 -0.007 0.46
O 0.571 -5.436 -6.575 0.010 0.005 0.033 -0.57
C 2.239 -6.796 -5.633 0.073 -0.024 0.026 -0.37
C 3.016 -7.869 -5.755 -0.038 0.056 0.011 -0.48
C 2.955 -8.728 -6.963 0.054 -0.055 0.021 0.32
O 3.662 -9.705 -7.080 -0.022 0.015 -0.016 -0.54
H 1.962 -8.985 -8.901 0.032 -0.024 0.017 0.41
H 0.508 -6.975 -8.668 -0.008 0.028 0.019 0.42
H 2.260 -6.150 -4.766 0.064 -0.119 0.002 0.80
H 3.723 -8.164 -4.990 0.009 -0.024 -0.018 0.46
```
Forces are in eV/Å.

As for the LUMO energy: -1.92 eV. Its HOMO energy is -9.44 eV. Its spin multiplicity is 1. Its orbital gap is 7.5 eV. As for the charge: 0. The molar mass comes out at 1131.01 g mol⁻¹.